C6H4BrF4N | ωB97M-V/def2-TZVPD

```
16
Properties=species:S:1:pos:R:3:forces:R:3:nbo_charge:R:1
C -0.4269 0.7992 0.1731 -2.3 0.0 -2.1 -0.313
C -0.7055 -0.2365 -0.7925 -2.3 -0.9 -1.0 -0.292
C 0.7273 0.4719 0.7128 4.8 0.7 3.1 -0.078
C 0.3335 -1.1289 -0.7906 -0.8 3.7 1.9 -0.093
C 2.8889 -1.4178 0.3725 -4.0 3.3 -1.8 0.845
C 3.7666 -0.3135 -0.3993 0.4 0.0 0.4 0.558
N 1.2037 -0.6728 0.1381 4.1 -1.9 1.4 -0.393
F 2.8418 -2.5220 -0.3388 0.2 -0.1 0.6 -0.284
F 3.0590 -1.5993 1.6528 0.4 0.0 -0.5 -0.271
F 3.1561 -0.1274 -1.5805 0.9 -0.7 0.2 -0.299
F 5.0901 -0.6982 -0.5676 -2.0 0.0 0.0 -0.318
Br 3.8006 1.4230 0.4436 0.4 -0.3 0.2 0.065
H -0.9766 1.7207 0.2481 -0.1 -0.1 0.5 0.229
H -1.7033 -0.4900 -1.3153 1.9 0.9 0.8 0.224
H 1.4427 0.9751 1.4839 -2.0 -0.8 -1.6 0.217
H 0.4596 -2.0446 -1.1317 0.3 -3.9 -2.1 0.203
```
Forces are in eV/Å.

For the total energy, the calculation gives -88686.5350 eV.